Record 1
The following is a quantum chemistry calculation of a structure of composition C28H29BF11InN6O4S5, from the Open Molecules 2025 dataset.

```
85
Properties=species:S:1:pos:R:3:forces:R:3:mulliken_charge:R:1
In 1.031912 -0.266366 -0.253448 -0.134 0.393 -0.028 1.4580
F 3.892650 -2.322644 -3.127039 -0.005 -0.044 -0.059 -0.1984
C 4.998457 -2.199928 -2.405315 -0.079 -0.100 0.165 0.6739
F 5.656031 -1.107205 -2.800985 0.057 0.071 -0.094 -0.2296
F 5.779239 -3.263837 -2.624359 0.024 0.024 -0.102 -0.2500
S 4.609120 -2.057724 -0.611749 -0.245 -0.086 0.379 0.8430
O 3.709311 -0.929945 -0.543458 0.207 -0.215 -0.100 -0.4853
O 5.895822 -1.928124 0.005917 -0.005 -0.019 0.030 -0.7130
N 3.978119 -3.441463 -0.211849 0.026 0.121 -0.436 -0.5765
S 2.570052 -3.987136 -0.697537 0.043 0.353 -0.026 0.9498
O 1.534265 -2.991780 -0.832151 0.181 -0.325 0.034 -0.6509
O 2.680429 -4.993416 -1.714110 0.024 0.037 0.035 -0.6715
C 2.144258 -4.927063 0.820623 0.096 0.108 -0.029 0.6013
F 2.109218 -4.140059 1.889028 -0.034 -0.036 0.050 -0.1985
F 0.940396 -5.479491 0.653689 -0.112 -0.099 0.049 -0.2263
F 3.029207 -5.906498 1.034775 -0.029 -0.045 0.080 -0.2401
C -1.623340 -1.359117 -2.831590 -0.074 0.108 -0.046 -0.4279
N -1.356838 -0.001259 -3.266167 -0.020 -0.094 0.045 0.5019
C -2.327902 0.929155 -3.581906 0.032 -0.133 0.103 -0.3559
C -1.673506 2.059275 -3.912018 0.132 0.097 0.032 -0.9937
N -0.317437 1.833877 -3.806290 0.056 0.071 -0.045 0.3617
B 0.705444 3.012965 -4.056182 0.005 -0.019 -0.035 0.3887
N 2.049066 2.752310 -3.335644 -0.029 0.122 0.049 0.0780
C 3.233229 2.479875 -3.987922 -0.170 0.057 -0.002 -0.5637
C 4.191067 2.267194 -3.067709 -0.011 -0.066 0.195 -0.6009
N 3.581701 2.400952 -1.831446 0.052 0.060 0.031 0.4858
C 4.255145 2.267018 -0.556340 0.051 -0.045 -0.024 -0.9161
C 2.263059 2.702183 -1.999157 0.152 -0.127 -0.172 -0.4016
S 1.145139 2.925441 -0.729426 0.013 -0.104 -0.179 -0.4547
C -0.118448 0.551880 -3.441778 -0.191 0.072 -0.080 -0.5241
S 1.345857 -0.316688 -3.276740 -0.131 0.016 0.165 -0.1790
H -2.491507 -1.354657 -2.172345 0.011 0.026 0.009 0.2185
H -0.758388 -1.738381 -2.295696 0.054 -0.017 0.001 -0.0286
H -1.808762 -2.013064 -3.685820 0.012 -0.010 -0.030 0.2255
H -3.378297 0.713827 -3.486334 0.034 -0.006 0.025 0.4467
H -2.053961 3.028397 -4.186231 0.034 -0.028 0.058 0.4618
H 0.939094 3.102878 -5.251868 0.010 -0.035 0.082 -0.2386
H 0.181204 4.012978 -3.614829 -0.007 -0.025 -0.092 -0.1970
H 3.276962 2.428458 -5.061062 -0.035 0.011 0.035 0.4438
H 5.227046 1.992460 -3.166822 -0.040 0.012 0.027 0.4983
H 5.226225 2.760387 -0.612365 0.004 0.024 0.000 0.3620
H 4.394061 1.217524 -0.297086 -0.019 0.054 -0.035 0.1949
H 3.639051 2.743673 0.200684 -0.024 0.029 0.028 0.3389
F 2.140121 -1.345590 7.133343 0.041 0.003 0.022 -0.3378
C 1.485447 -0.799616 6.096656 0.008 -0.032 0.101 0.4139
C 1.367151 -1.472925 4.903038 -0.017 -0.144 -0.147 -0.0025
F 1.938535 -2.676072 4.769923 -0.004 0.005 -0.007 -0.2984
C 0.681649 -0.910373 3.837277 0.009 -0.087 -0.160 -0.5823
F 0.693772 -1.615240 2.704396 -0.086 -0.012 -0.007 -0.1320
C 0.056021 0.332044 3.919922 0.032 0.056 0.316 0.7958
S -0.771718 1.238417 2.655326 0.111 0.002 -0.085 -0.2182
C 0.222145 0.988772 5.143048 -0.060 -0.030 0.020 0.0328
F -0.327172 2.201914 5.324834 -0.006 0.013 0.022 -0.3301
C 0.911330 0.449212 6.208115 -0.046 0.168 0.072 0.2200
F 1.004430 1.119650 7.369842 0.000 0.015 0.006 -0.3277
C -3.032668 3.652382 1.916637 0.064 -0.021 0.064 -1.6642
C -2.515534 2.781380 0.766324 -0.131 -0.027 0.005 1.5841
C -2.600446 3.569273 -0.543706 -0.035 0.063 0.003 -1.7719
C -3.242438 1.441176 0.698460 -0.011 0.042 0.000 0.9501
C -4.514544 1.440096 0.132929 0.051 -0.006 0.012 -0.0185
C -5.231745 0.274715 -0.076770 0.064 -0.048 0.019 -1.4976
C -4.655363 -0.923279 0.329609 -0.053 0.067 0.090 -0.7450
C -3.414054 -0.980134 0.949732 -0.064 0.019 -0.081 0.4034
C -2.946278 -2.350580 1.412741 0.211 0.068 0.001 0.5068
C -1.727056 -2.844150 0.627852 0.005 -0.017 0.061 -0.8993
C -2.701695 -2.426698 2.922883 -0.100 -0.034 -0.044 -1.4919
C -2.645766 0.215075 1.133854 0.020 0.221 0.081 -0.2523
N -1.358324 0.094665 1.616953 -0.101 -0.328 -0.243 -0.1023
H -2.497217 4.607633 1.947135 -0.037 -0.039 -0.013 0.4063
H -2.903856 3.156430 2.879885 -0.014 0.015 -0.031 0.3190
H -4.099187 3.859560 1.776731 0.034 0.004 -0.002 0.3503
H -1.453765 2.594476 0.921294 0.013 -0.027 -0.052 -0.2221
H -3.580572 4.045533 -0.667043 0.048 -0.039 0.001 0.4066
H -2.423274 2.918655 -1.395072 0.060 -0.034 -0.112 0.2495
H -1.835268 4.350261 -0.560089 -0.066 -0.027 0.002 0.4867
H -4.945020 2.387161 -0.180222 0.035 -0.027 -0.007 0.2467
H -6.210672 0.294492 -0.541732 0.001 0.003 0.013 0.3283
H -5.210232 -1.849529 0.201383 0.032 0.003 -0.013 0.2900
H -3.777218 -3.031892 1.203621 -0.014 -0.054 -0.075 0.4382
H -0.899525 -2.145637 0.755097 -0.044 -0.076 0.000 -0.3024
H -1.954075 -2.924572 -0.438664 0.018 -0.012 0.071 0.1541
H -1.399916 -3.826694 0.982439 -0.024 0.023 -0.025 0.5188
H -1.907351 -1.745186 3.208054 0.094 0.074 0.051 0.0266
H -2.415256 -3.445418 3.206748 0.001 0.060 -0.003 0.4674
H -3.606849 -2.156248 3.475277 0.043 0.005 -0.022 0.3904
```
Positions in Å, forces in eV/Å.

The calculation puts the energy above the lowest of the compared OMol25 structures with the same formula, charge and spin at 0.8696 eV. As for the charge: -2. For the HOMO energy, the calculation gives -1.6 eV.

---

Record 2
The following is a quantum chemistry calculation of a structure of composition C28H29BNO3Pb in a non-equilibrium geometry, from the Open Molecules 2025 dataset.

```
63
Properties=species:S:1:pos:R:3:forces:R:3:mulliken_charge:R:1
C 0.280381 2.329764 1.024202 -0.756 0.980 0.209 -0.8729
C -0.934222 1.769676 0.729034 0.060 0.211 -0.073 -0.5411
C -0.968079 0.427492 1.178998 -0.606 -0.223 0.509 0.2352
H -1.776790 2.270609 0.245765 0.516 -0.222 -0.100 0.3897
C 0.257114 0.125670 1.834830 0.331 -0.994 0.193 -1.3136
C 1.093659 1.400334 1.865824 0.311 -0.157 -0.087 0.7023
H 0.276650 -0.579615 2.676359 -0.127 0.466 -0.078 0.6804
C 1.409251 1.629193 -2.685521 -0.799 0.012 -0.265 -0.2273
C 0.209063 2.368646 -2.487340 0.170 -0.242 -0.198 -0.8080
C -0.891725 1.501863 -2.684293 0.388 -0.335 0.234 -0.8994
H 0.151315 3.416459 -2.186115 0.010 -0.256 -0.186 0.4087
C -0.384133 0.197539 -2.953099 0.630 0.692 -0.431 -0.0550
C 1.052153 0.307374 -3.062947 -0.743 0.653 0.682 -1.5656
H -1.828653 -0.258719 1.053050 0.749 0.641 0.177 0.2875
H 1.267667 1.737176 2.904400 -0.404 0.245 0.089 0.1249
H 0.609642 3.341102 0.766877 -0.181 -0.507 0.018 0.2733
H 1.754075 -0.467098 -3.355546 -0.072 -0.118 0.298 0.3603
H -1.955073 1.764992 -2.663684 0.415 -0.054 0.285 0.4418
H 2.409015 2.014625 -2.492150 -0.143 -0.114 -0.358 0.4830
Pb 1.972736 -1.432523 0.834532 1.707 0.273 0.154 0.3897
C -1.089460 -1.101326 -2.599035 0.287 0.411 0.409 3.0433
C -0.880816 -2.135515 -3.688135 -0.152 -0.238 -0.089 -1.9373
C -2.583422 -0.921661 -2.348471 -0.435 -0.107 -0.315 -2.0915
H -1.175994 -1.700896 -4.649448 0.140 -0.104 0.113 0.4568
H -1.519052 -3.002995 -3.509694 0.026 -0.358 -0.002 0.4101
H 0.161803 -2.458850 -3.736773 -0.055 0.073 -0.118 0.3209
H -3.082253 -0.528362 -3.248074 0.221 0.003 0.168 0.5151
H -2.828535 -0.250034 -1.516000 0.256 -0.125 -0.110 0.2112
H -3.031045 -1.905075 -2.150147 -0.036 0.180 0.073 0.4183
C -0.345813 -1.469781 -1.262100 0.174 -0.389 -0.521 -1.1388
C -0.682613 -2.495660 -0.202923 2.889 0.357 1.008 0.7658
H -0.339296 -0.490761 -0.709198 0.194 -0.899 -0.206 -0.4795
H 0.710504 -1.692344 -1.528698 -0.564 0.343 0.070 0.5496
O 0.257659 -2.762551 0.632775 -3.409 -0.266 -1.523 -0.7275
N -1.900799 -3.054670 0.000222 -1.308 -1.219 0.946 0.1647
C -2.347236 -3.282970 1.440478 0.522 -0.582 -1.011 -1.0056
H -2.033991 -3.867425 -0.608121 -0.292 0.628 0.063 0.3171
C -3.258412 -2.154145 1.824415 -0.261 0.569 0.181 0.4893
C -3.148005 -1.499353 3.060093 -0.286 -0.127 -0.465 -0.2349
H -2.366918 -1.821180 3.753633 -0.285 0.191 -0.111 0.3361
C -4.005858 -0.434155 3.354133 -0.165 -0.156 -0.096 -0.5901
H -3.926124 0.077636 4.316542 -0.003 -0.139 -0.343 0.3607
C -4.970845 -0.023488 2.423339 0.222 0.003 0.006 -0.4344
H -5.640670 0.809637 2.665121 0.302 -0.337 -0.107 0.3431
C -5.047749 -0.646703 1.171619 0.231 -0.260 0.167 -0.6423
H -5.765353 -0.316068 0.416466 0.219 -0.040 0.308 0.3829
C -4.187285 -1.709431 0.878835 -0.284 0.233 0.333 0.0474
H -4.197666 -2.194100 -0.097509 -0.112 0.238 0.253 0.3065
H -1.471045 -3.335589 2.116173 -0.513 -0.194 -0.422 0.3964
H -2.919259 -4.240855 1.441554 0.569 0.575 0.144 0.3304
O 3.001566 2.198810 0.279902 0.519 -0.155 0.444 -0.3545
B 2.533242 1.325039 1.279744 0.579 0.385 -0.733 0.5554
O 3.619516 0.600799 1.821264 0.526 0.407 -0.036 -0.6640
C 4.767559 1.150865 1.254534 -0.730 0.695 0.428 0.4745
C 6.052990 1.081892 1.751875 -0.119 -0.153 -0.137 -0.8770
C 6.965691 2.034337 1.285160 0.117 0.078 -0.192 -0.4001
C 6.575643 3.036051 0.389026 -0.223 0.015 -0.282 -0.5200
C 5.253090 3.111846 -0.091593 0.293 -0.277 -0.085 -0.6955
C 4.374665 2.142628 0.347634 -0.283 0.057 0.650 0.5332
H 6.302049 0.357769 2.523614 0.030 0.137 -0.163 0.4347
H 7.993840 2.005691 1.653184 -0.325 0.060 -0.124 0.3432
H 7.292070 3.798081 0.065609 -0.209 -0.353 0.161 0.3365
H 4.879581 3.900303 -0.744196 0.275 -0.106 0.192 0.4559
```
Positions in Å, forces in eV/Å.

As for the charge: -1. For the HOMO energy (spin up / spin down), the calculation gives -2.0 / -2.4 eV.

---

Record 3
The following is a quantum chemistry calculation of a structure of composition C28H29ClF3N6OPtS in a non-equilibrium geometry, from the Open Molecules 2025 dataset.

```
70
Properties=species:S:1:pos:R:3:forces:R:3:mulliken_charge:R:1
Pt -0.068741 0.054867 -0.039894 3.118 -1.084 2.488 3.2217
C -1.720845 -2.490858 3.183631 0.155 0.121 0.092 -1.5599
C -1.038374 -1.882310 2.001480 -0.242 -0.907 -0.111 0.7899
N -0.702634 -0.653033 1.885905 -0.310 1.172 -1.964 -0.2662
N -1.035821 0.278017 2.832502 0.023 -0.011 -0.023 -0.5285
C -0.772839 1.567416 2.616550 -0.121 0.157 -0.077 0.7627
N -1.181712 2.450714 3.495986 0.166 0.172 0.070 -0.3486
S 0.097510 2.080972 1.243978 -0.461 0.214 -1.400 -0.5138
C -0.742409 -2.722176 0.820005 -0.212 0.137 0.448 0.7787
C -1.054408 -4.056599 0.754098 -0.007 -0.446 0.005 -0.6831
C -0.780592 -4.763580 -0.421198 -0.073 -0.083 0.140 -0.8099
C -0.197691 -4.107766 -1.484053 0.110 0.031 0.007 -0.7750
C 0.101611 -2.756614 -1.344717 0.105 0.048 0.098 -0.2350
N -0.161656 -2.099695 -0.215709 -0.275 0.886 -1.742 -0.3427
H -1.954190 -1.789227 3.979390 -0.001 -0.048 0.006 0.4133
H -1.089469 -3.269690 3.620210 -0.008 0.014 -0.070 0.3997
H -2.659001 -2.954918 2.869898 0.052 0.034 -0.063 0.4149
H -1.539603 -0.008601 3.654961 -0.129 -0.258 0.088 0.1290
H -1.716360 2.209928 4.318917 0.088 0.000 0.100 0.2142
H -0.938186 3.425300 3.378230 -0.130 0.047 -0.025 0.2540
H -1.504333 -4.562855 1.598011 0.009 0.013 -0.050 0.5834
H -1.024283 -5.817044 -0.490516 -0.014 0.053 0.023 0.4681
H 0.031145 -4.621815 -2.409093 -0.015 0.054 0.040 0.5300
H 0.580199 -2.188097 -2.133582 -0.121 0.046 -0.010 0.4577
O 0.987449 0.368737 -1.890834 -0.169 -0.603 1.186 -0.8262
C 0.694061 0.705936 -3.080895 -1.032 0.483 -0.266 -0.3007
C 0.309179 2.088401 -3.480294 -0.163 0.128 0.059 -0.5423
C 1.459854 2.586616 -4.410779 0.278 -0.186 0.132 -0.7416
C 2.856948 1.944595 -4.156332 -0.182 -0.050 -0.262 -0.3292
C 3.120959 0.592442 -4.860292 -0.248 0.144 0.330 -0.7973
C 2.363102 -0.579871 -4.235825 -0.036 0.069 -0.249 -0.5229
N 0.934416 -0.143226 -4.082045 0.564 -0.539 0.378 0.0847
H 0.213263 2.716368 -2.596100 -0.075 -0.062 0.030 0.3070
H -0.645910 2.102893 -4.013013 0.015 -0.021 0.070 0.3758
H 1.542286 3.663150 -4.275049 -0.045 0.015 -0.004 0.4217
H 1.186840 2.426475 -5.455763 -0.023 0.014 0.027 0.3611
H 3.048094 1.853057 -3.078701 0.033 0.042 -0.051 0.1120
H 3.594870 2.643171 -4.542780 0.074 0.070 0.073 0.4374
H 4.184673 0.354964 -4.817221 0.020 0.042 -0.089 0.3924
H 2.843290 0.675925 -5.914547 0.084 0.012 -0.002 0.3222
H 2.755951 -0.819082 -3.251442 -0.074 -0.061 0.093 0.2295
H 2.423634 -1.456018 -4.874824 -0.171 -0.122 0.087 0.4260
H 0.531586 0.144205 -4.963634 0.154 0.303 -0.130 0.4042
Cl 4.990789 2.225411 1.379255 0.035 0.083 -0.017 -0.1406
C 4.060743 0.799051 1.260888 0.301 0.068 0.077 -0.2705
C 4.538597 -0.411693 1.730855 0.101 -0.262 0.077 -0.2144
C 3.741725 -1.536379 1.580202 0.199 0.026 -0.003 -0.8948
C 2.494792 -1.413289 1.006774 0.007 0.315 0.014 -0.0091
N 2.013663 -0.224342 0.596592 0.026 -0.070 0.484 0.0029
C 2.803915 0.858227 0.705729 -0.367 -0.239 -0.277 -0.3043
H 5.515133 -0.471114 2.196268 -0.030 -0.003 -0.038 0.4973
H 4.088786 -2.507876 1.904251 -0.001 0.014 0.004 0.4960
H 1.874647 -2.282124 0.870780 -0.064 -0.019 0.047 0.3370
H 2.425421 1.803611 0.348542 0.086 -0.031 -0.081 0.5585
F -7.854847 0.816415 -5.280396 -0.137 0.005 -0.051 -0.2642
C -7.868303 1.199281 -4.004369 0.451 -0.064 0.252 0.7907
F -8.837827 0.538571 -3.364475 -0.166 0.020 -0.073 -0.2336
F -8.144738 2.507512 -3.952123 -0.188 0.025 -0.084 -0.2310
C -6.534265 0.944421 -3.331592 0.126 0.048 0.031 0.2587
C -5.475605 0.387585 -4.041120 -0.473 0.128 0.032 -0.6180
C -4.260116 0.218687 -3.418546 0.411 0.118 0.756 -0.6253
C -4.094952 0.608217 -2.072687 -1.137 0.150 -0.776 0.5174
C -5.186895 1.156255 -1.364904 0.803 -0.200 -0.060 -0.7111
C -6.392817 1.324370 -1.994760 -0.380 -0.094 -0.453 -0.8846
C -2.841245 0.461389 -1.445592 1.001 -0.260 0.617 0.7598
C -1.761609 0.329671 -0.910193 -1.322 0.185 0.098 -0.8002
H -5.614328 0.094447 -5.072469 0.006 0.024 0.011 0.5055
H -3.421043 -0.209158 -3.954681 -0.048 0.013 0.016 0.4668
H -5.059254 1.456297 -0.331851 -0.002 -0.014 -0.051 0.4275
H -7.237470 1.750442 -1.466578 0.048 -0.005 -0.031 0.4154
```
Positions in Å, forces in eV/Å.

The calculation puts the energy above the lowest of the compared OMol25 structures with the same formula, charge and spin at 2.3649 eV. As for the charge: +3. For the HOMO energy (spin up / spin down), the calculation gives -15.5 / -15.5 eV.

---

Molar mass readings, ordered: 1008.52, 645.56, 785.17 g/mol